[1]
# C22H49FN3

A cluster of 4 separate species, C22H49FN3 in total in a non-equilibrium geometry (ωB97M-V with the def2-TZVPD basis set, the OMol25 dataset).

Calculated values
LUMO = -0.1531 Eh
E_tot = -1131.3421 hartree
Max |F| = 8.293 eV Å⁻¹
Spin multiplicity = 1
Charge = +1

XYZ file:
```
75
Properties=species:S:1:pos:R:3:mulliken_charge:R:1
N 2.01 -0.59 4.27 -0.4303
C 2.62 -1.82 4.93 -0.5641
C 4.09 -1.33 5.46 0.1341
N 5.22 -1.18 4.57 -0.0241
C 6.32 -0.71 5.46 -0.2310
C 5.72 -0.61 6.88 -0.2902
N 4.31 -0.99 6.86 0.3291
F 3.38 -1.03 7.82 -0.1290
H 2.72 -0.34 3.55 0.2064
H 2.14 0.17 4.99 0.2883
H 2.00 -2.20 5.82 0.3762
H 2.78 -2.66 4.15 0.3029
H 5.22 -1.36 3.56 0.2950
H 7.36 -0.48 5.06 0.3636
H 6.25 -0.27 7.83 0.3826
C 1.89 0.10 -2.86 -1.2707
C 0.60 -0.01 -2.06 -0.0788
C 0.67 0.73 -0.72 -0.9178
C 1.73 0.19 0.25 -0.7050
C 1.59 -1.29 0.61 -0.3796
C 0.28 -1.60 1.32 -1.1749
H 2.74 -0.35 -2.33 0.3794
H 1.79 -0.43 -3.82 0.3759
H 2.13 1.14 -3.07 0.2526
H 0.35 -1.06 -1.91 0.2191
H -0.21 0.42 -2.65 0.2015
H -0.31 0.69 -0.25 0.3019
H 0.88 1.79 -0.91 0.4298
H 1.69 0.79 1.17 0.3227
H 2.73 0.36 -0.16 0.4047
H 2.42 -1.57 1.27 0.2064
H 1.68 -1.91 -0.28 0.4014
H 0.19 -1.03 2.25 0.2566
H 0.23 -2.66 1.57 0.4438
H -0.59 -1.37 0.69 0.3241
C -5.91 -3.69 3.46 -1.1674
C -5.94 -2.17 3.34 -0.4219
C -4.93 -1.65 2.31 -0.8832
C -3.46 -1.94 2.64 -0.1007
C -2.98 -1.41 3.99 -0.4099
C -3.05 0.11 4.09 -1.1855
H -4.94 -4.06 3.80 0.2728
H -6.65 -4.03 4.19 0.3763
H -6.15 -4.16 2.50 0.2922
H -5.76 -1.72 4.32 0.2329
H -6.94 -1.86 3.04 0.3706
H -5.07 -0.56 2.21 0.3489
H -5.17 -2.07 1.33 0.3998
H -2.84 -1.52 1.84 -0.0645
H -3.29 -3.02 2.60 0.3763
H -1.94 -1.72 4.13 0.2736
H -3.55 -1.86 4.80 0.3578
H -2.44 0.57 3.31 0.2391
H -2.67 0.44 5.06 0.3744
H -4.08 0.47 3.99 0.3269
C 0.33 5.12 -7.83 -1.2249
C 0.67 4.40 -6.54 -0.3383
C 1.33 3.04 -6.77 -0.4383
C 0.46 2.02 -7.51 -0.7414
C -0.89 1.71 -6.85 -0.5107
C -0.74 1.09 -5.47 -1.0152
H -0.38 4.56 -8.44 0.2861
H -0.12 6.09 -7.62 0.3780
H 1.23 5.29 -8.43 0.2967
H -0.24 4.29 -5.93 0.2478
H 1.35 5.03 -5.96 0.3622
H 1.63 2.63 -5.80 0.0716
H 2.26 3.18 -7.33 0.3875
H 1.03 1.09 -7.62 0.3639
H 0.28 2.37 -8.53 0.3335
H -1.44 1.02 -7.49 0.3533
H -1.50 2.62 -6.78 0.2778
H -0.17 0.15 -5.53 0.2660
H -1.72 0.87 -5.05 0.4323
H -0.22 1.76 -4.78 0.2009
```



[2]
# C22H50N7O10

A cluster of 8 separate species, C22H50N7O10 in total in a non-equilibrium geometry (ωB97M-V with the def2-TZVPD basis set, the OMol25 dataset).

Calculated values
LUMO (alpha / beta) = -0.0074 / -0.1312 Eh
E_tot = -2003.8632 hartree
Max |F| = 4.354 eV Å⁻¹
<S²> = 0.758
Spin multiplicity = 2

XYZ file:
```
89
Properties=species:S:1:pos:R:3:lowdin_spin:R:1
O 11.98 10.60 4.48 0.0190
C 12.09 11.21 5.62 0.0210
O 11.86 10.64 6.74 0.6030
O 12.43 12.40 5.61 0.3503
H 12.50 11.16 3.90 0.0019
C 17.27 12.40 7.40 0.0000
C 16.00 12.97 6.70 0.0000
O 14.94 12.94 7.37 -0.0002
N 16.17 13.45 5.44 0.0001
C 15.27 14.20 4.63 0.0007
H 18.27 12.83 7.26 0.0000
H 17.28 11.42 6.93 0.0000
H 17.14 12.30 8.47 0.0000
H 17.15 13.39 5.20 0.0000
H 15.74 14.31 3.65 0.0000
H 15.11 15.14 5.17 0.0001
H 14.27 13.76 4.51 0.0006
C 13.40 4.86 2.60 0.0000
C 12.45 5.43 3.70 0.0001
O 11.78 4.71 4.44 0.0002
N 12.34 6.74 3.76 0.0004
C 11.30 7.53 4.60 0.0009
H 14.07 5.56 2.10 0.0000
H 12.69 4.59 1.83 0.0000
H 13.89 4.03 3.11 0.0000
H 12.91 7.35 3.19 0.0000
H 10.82 8.22 3.91 0.0000
H 11.63 8.26 5.35 0.0015
H 10.41 6.94 4.83 0.0000
C 16.18 9.24 10.06 0.0000
C 15.27 9.72 8.87 0.0000
O 14.52 10.67 9.00 -0.0003
N 15.22 8.93 7.80 0.0000
C 15.59 7.50 7.73 0.0000
H 15.62 8.59 10.73 0.0000
H 16.41 10.07 10.74 0.0000
H 17.10 8.75 9.72 0.0000
H 14.48 9.29 7.23 -0.0002
H 15.35 6.93 8.63 0.0000
H 16.64 7.34 7.49 0.0000
H 15.16 7.10 6.81 0.0000
C 12.12 17.51 5.91 0.0001
C 12.18 16.04 6.06 0.0001
O 12.56 15.45 7.05 -0.0002
N 11.82 15.34 4.99 0.0011
C 11.80 15.68 3.61 0.0000
H 13.12 17.84 6.17 0.0000
H 11.48 17.81 6.75 0.0000
H 11.78 17.96 4.98 0.0000
H 11.85 14.34 5.11 0.0006
H 12.71 15.41 3.08 0.0000
H 11.46 16.70 3.44 0.0000
H 11.03 15.08 3.12 0.0000
C 9.18 9.88 8.85 0.0000
C 10.46 9.61 9.65 -0.0002
O 11.26 10.52 9.95 0.0002
N 10.72 8.37 10.02 0.0002
C 12.07 7.85 10.36 0.0000
H 8.77 10.64 9.52 0.0000
H 8.59 8.98 8.98 0.0000
H 9.36 10.30 7.86 -0.0002
H 9.98 7.68 9.96 0.0000
H 12.47 7.64 9.36 0.0000
H 12.13 6.85 10.80 0.0000
H 12.77 8.37 11.01 0.0000
C 15.60 9.73 4.23 -0.0001
C 15.75 9.00 2.92 0.0000
O 15.05 8.03 2.54 0.0000
N 16.62 9.55 2.02 0.0000
C 16.62 9.10 0.66 0.0000
H 14.58 10.00 4.50 -0.0002
H 16.17 10.65 4.37 0.0000
H 15.89 9.09 5.07 0.0000
H 17.35 10.19 2.29 0.0000
H 16.07 8.16 0.56 0.0000
H 17.57 8.67 0.36 0.0000
H 16.40 9.89 -0.06 0.0000
C 13.47 10.19 -0.51 0.0000
C 11.95 10.36 -0.35 0.0000
O 11.32 11.14 -1.09 0.0000
N 11.29 9.53 0.48 0.0000
C 11.84 8.44 1.33 -0.0001
H 13.87 9.81 0.43 0.0000
H 14.00 11.13 -0.64 0.0000
H 13.81 9.47 -1.25 0.0000
H 10.28 9.60 0.48 0.0000
H 12.34 8.75 2.25 -0.0001
H 12.44 7.76 0.73 0.0000
H 11.00 7.81 1.63 0.0000
```